1.
A molecular structure, C27H30N2PPd, computed with ωB97M-V/def2-TZVPD.

Cartesian coordinates (Å):
Pd -0.4888 0.7855 0.8293
C 0.4182 -0.3575 2.5513
C -1.0353 -0.5760 2.6407
C -1.4485 -1.2291 1.4857
C -0.2598 -1.3868 0.6118
C 0.8940 -0.9079 1.3299
C 2.3250 -1.0927 0.9544
C -0.2632 -2.1107 -0.6736
C -2.7960 -1.7949 1.2109
C -1.8848 -0.2188 3.8037
C 1.2678 0.1255 3.6599
H 2.7144 -1.9760 1.4691
H 2.9396 -0.2452 1.2543
H 2.4511 -1.2571 -0.1131
H -0.3171 -3.1854 -0.4571
H 0.6375 -1.9324 -1.2558
H -1.1411 -1.8683 -1.2720
H -2.8906 -2.7442 1.7482
H -2.9573 -2.0033 0.1559
H -3.5917 -1.1485 1.5822
H -1.8456 -1.0274 4.5420
H -2.9262 -0.0904 3.5160
H -1.5327 0.6831 4.3047
H 2.2292 0.4974 3.3121
H 1.4684 -0.7342 4.3122
H 0.7709 0.8758 4.2715
N 0.0107 2.8415 -1.3656
P 0.7804 2.4821 0.0642
C 2.5020 2.7630 -0.0794
C 3.1325 3.8057 0.6183
C 4.4806 4.0300 0.4053
C 5.1900 3.2314 -0.4856
C 4.5615 2.2065 -1.1884
C 3.2159 1.9663 -0.9933
C -0.0012 3.1579 1.5229
C 0.7080 3.2368 2.7437
C 0.0873 3.7522 3.8596
C -1.2452 4.1685 3.7914
C -1.9593 4.0767 2.6036
C -1.3448 3.5742 1.4691
C -1.2503 2.3407 -1.6607
C -1.9783 2.7855 -2.7574
C -3.2347 2.2621 -2.9662
C -3.7483 1.3270 -2.0711
C -2.9697 0.9388 -1.0114
N -1.7220 1.4250 -0.8108
H 0.4603 3.4562 -2.0341
H 2.5755 4.4511 1.2847
H 4.9777 4.8391 0.9230
H 6.2440 3.4179 -0.6460
H 5.1241 1.6072 -1.8913
H 2.7157 1.1847 -1.5541
H 1.7432 2.9252 2.7959
H 0.6377 3.8537 4.7859
H -1.7215 4.5800 4.6724
H -2.9846 4.4177 2.5567
H -1.8856 3.5568 0.5345
H -1.5624 3.5338 -3.4192
H -3.8207 2.5870 -3.8163
H -4.7364 0.9084 -2.1985
H -3.3266 0.2210 -0.2890

The calculation puts the total energy at -44209.102 eV. The value obtained for the orbital gap is 6.2 eV. Its total charge is +3. The energy above the lowest of the compared OMol25 structures with the same formula, charge and spin comes out at 0.000 eV. As for the highest occupied orbital energy: -17.76 eV.


2.
A gas-phase ion, C5H12N (charge +1) at a distorted geometry, computed with ωB97M-V/def2-TZVPD.

Cartesian coordinates (Å):
C 1.5875 1.2369 -0.0519
C 1.6390 0.2533 0.9846
C 0.3221 -0.6649 0.7581
C -1.8087 0.5372 -0.5791
C -1.1043 -0.0862 0.6913
N 0.4518 -1.4296 -0.5517
H 0.9674 2.0038 0.0263
H 2.0821 1.0829 -0.9277
H 2.5330 -0.5355 0.8998
H 1.4233 0.5616 1.9311
H -1.0700 1.2217 -0.8771
H -2.6412 0.9144 -0.1435
H -1.9823 -0.2335 -1.2933
H -1.6878 -0.8446 1.1116
H -1.2765 0.5405 1.5425
H 0.3895 -2.4746 -0.3273
H 1.3698 -1.2670 -1.0304
H -0.2971 -1.1929 -1.2379

The calculation puts the total energy at -6858.099 eV. The value obtained for the orbital gap (alpha / beta) is 8.0 / 9.1 eV. Its total charge is +1. The energy above the lowest of the compared OMol25 structures with the same formula, charge and spin comes out at 5.459 eV. As for the highest occupied orbital energy (alpha / beta): -12.90 / -13.56 eV.


3.
A molecular structure, C18H35ClF3GaO3P at a distorted geometry, computed with ωB97M-V/def2-TZVPD.

Cartesian coordinates (Å):
C -2.9746 -1.1679 -0.7415
C -2.2223 -1.2301 -2.0664
C -0.7639 -1.6239 -1.8660
C -2.4172 0.0170 -2.9394
C -1.4331 1.1636 -2.6483
Ga -1.9410 2.4039 -1.0959
C -3.9654 2.2961 -0.8466
C -4.5519 3.3426 0.0214
O -4.0544 3.9299 0.8575
Cl -6.3519 3.6780 -0.3000
P -0.7093 1.7382 0.7895
C 0.9548 1.0637 0.2708
C -0.2409 3.1851 1.8678
C -1.4901 4.3361 -1.6919
F -2.0522 5.3227 -0.9695
F -0.1821 4.6443 -1.7192
F -1.9314 4.5804 -2.9534
H -3.0595 -2.1701 -0.3320
H -3.9901 -0.8354 -0.9494
H -2.4850 -0.5276 -0.0127
H -2.6858 -2.0599 -2.6027
H -0.7036 -2.7043 -1.7577
H -0.3619 -1.2307 -0.9424
H -0.1434 -1.3534 -2.7112
H -3.4512 0.3440 -2.8360
H -2.2791 -0.2887 -3.9798
H -0.4121 0.8111 -2.5622
H -1.4359 1.8097 -3.5271
H -4.3187 1.3346 -0.4866
H -4.4101 2.4203 -1.8322
H 1.6954 1.8547 0.1965
H 1.2893 0.3222 0.9884
H 0.8991 0.6077 -0.7107
H 0.7035 2.9280 2.3445
H -0.9485 3.3681 2.6679
H -0.0678 4.1028 1.3083
C -0.9111 -3.7008 3.4940
C 0.5123 -3.2068 3.2675
C 0.5855 -3.1607 1.7481
O -0.7324 -2.8723 1.2868
C -1.6599 -3.0073 2.3643
H -1.3102 -3.4583 4.4784
H -0.9549 -4.7860 3.3654
H 0.6264 -2.2010 3.6786
H 1.2772 -3.8449 3.7104
H 0.8907 -4.1296 1.3341
H 1.2717 -2.3951 1.3810
H -1.9870 -2.0050 2.6600
H -2.5309 -3.5697 2.0244
C 5.7531 -1.1068 0.3647
C 6.0770 0.2642 -0.2150
C 4.8313 0.5519 -1.0413
O 3.7469 -0.1034 -0.3837
C 4.2556 -0.9894 0.6119
H 6.3147 -1.3481 1.2670
H 5.9519 -1.8831 -0.3788
H 6.1705 0.9965 0.5908
H 6.9930 0.2888 -0.8048
H 4.9202 0.1382 -2.0522
H 4.6136 1.6176 -1.1216
H 4.0488 -0.5536 1.5964
H 3.7382 -1.9478 0.5419

The calculation puts the total energy at -107717.274 eV. The value obtained for the orbital gap is 6.2 eV. Its total charge is -1. The energy above the lowest of the compared OMol25 structures with the same formula, charge and spin comes out at 0.719 eV. As for the highest occupied orbital energy: -3.67 eV.


4.
C3H8N2S in the gas phase at a distorted geometry, computed with ωB97M-V/def2-TZVPD.

Cartesian coordinates (Å):
C -0.0844 -0.0748 0.2161
C 0.7093 -0.4930 1.4164
C 0.6261 -0.5145 -1.1355
N -0.6537 2.0787 -0.5302
N -0.6537 1.2730 0.4438
S -1.6674 -1.0027 0.2000
H 0.4733 -1.5147 1.6949
H 1.8028 -0.5126 1.1901
H 0.3919 0.1611 2.2616
H 0.2743 -1.4745 -1.4217
H 0.3710 0.0956 -2.0671
H 1.6715 -0.4225 -0.8924
H -2.1662 -0.5499 -1.0153
H -1.0946 2.9507 -0.3607

The calculation puts the total energy at -17054.014 eV. The value obtained for the orbital gap is 9.8 eV. The energy above the lowest of the compared OMol25 structures with the same formula, charge and spin comes out at 2.716 eV. As for the highest occupied orbital energy: -9.16 eV.


5.
A molecular structure, C3H8NS at a distorted geometry, computed with ωB97M-V/def2-TZVPD.

Cartesian coordinates (Å):
C -0.4003 0.3678 0.8855
C -0.2761 1.7696 0.2850
C -0.4602 -0.3435 -0.4240
N 0.9611 -0.8614 -1.0447
S -1.0043 1.1320 -1.2950
H 0.3978 0.0880 1.7367
H -1.3421 0.1772 1.3439
H -0.9340 2.5976 0.6899
H 0.6929 2.2334 0.2620
H -1.2327 -1.1768 -0.4610
H 1.2511 -0.2106 -1.7108
H 0.6944 -1.6768 -1.5916
H 1.5803 -1.1248 -0.3181

The calculation puts the total energy at -15558.051 eV. The value obtained for the orbital gap is 10.1 eV. Its total charge is +1. The energy above the lowest of the compared OMol25 structures with the same formula, charge and spin comes out at 0.609 eV. As for the highest occupied orbital energy: -13.82 eV.


6.
A molecular structure, C5H9NO3 at a distorted geometry, computed with ωB97M-V/def2-TZVPD.

Cartesian coordinates (Å):
C -1.1473 0.1752 -1.0766
C -2.2287 0.7285 -0.1539
N -0.0372 -0.3653 -0.2675
C 1.7219 -0.8236 1.4791
C 1.1070 0.2346 -0.0280
C 1.7881 1.3089 -0.3582
O 2.0228 -2.1383 1.2281
O -1.6185 -0.8243 -1.9317
O 2.1731 -0.2792 2.4582
H 2.5075 -2.4977 1.9947
H -2.0787 -1.5008 -1.4184
H -0.1668 -1.0983 0.4586
H -0.7538 0.9551 -1.7314
H -3.0600 1.1010 -0.7493
H -1.8206 1.5258 0.4647
H -2.6042 -0.0591 0.5022
H 2.8631 1.2738 -0.4302
H 1.3321 2.2837 -0.4406

The calculation puts the total energy at -12960.600 eV. The value obtained for the orbital gap is 8.3 eV. The energy above the lowest of the compared OMol25 structures with the same formula, charge and spin comes out at 4.106 eV. As for the highest occupied orbital energy: -8.05 eV.